The following is a quantum chemistry calculation of a cluster of 7 separate species, C36H53Cl18N2O8P in total, from OMol25.

Each line ends with the Löwdin charge.
Cartesian coordinates (Å):
C 4.335980 -5.913061 0.774244  -0.09
C 4.608686 -4.917584 -0.546045  -0.25
O 3.458866 -4.520025 -1.275536  -0.09
C 2.813557 -3.242501 -0.991789  -0.38
C 3.745673 -1.992487 -0.590635  -0.08
C 4.206540 -1.932649 1.016774  -0.15
C 3.320050 -0.909694 1.927556  -0.24
N 4.103081 0.216959 2.584423  -0.10
C 3.023182 1.218332 3.046223  -0.21
C 2.907552 2.312388 1.793870  -0.07
C 1.487053 2.425687 0.982875  -0.05
C 1.295719 3.461672 -0.305268  -0.05
C 2.591365 4.366743 -0.770029  -0.11
C 4.018123 4.263367 0.080449  -0.08
C 4.219500 3.244581 1.373669  -0.13
O 5.467694 3.111069 2.156768  -0.08
C 1.823664 -3.514353 0.335723  -0.07
C 0.640860 -4.598199 -0.126120  -0.08
C 0.004871 -5.375763 1.177880  -0.29
N -0.671902 -4.652429 2.342277  0.06
O 0.067240 -6.736683 1.180734  -0.07
O 1.865440 -3.118738 -2.083290  -0.06
C 1.583648 -1.866052 -2.676908  -0.49
O 2.681390 -1.215254 -3.467760  -0.04
C 0.448040 -2.193145 -3.874685  -0.11
O -0.671868 -2.866677 -3.200395  -0.24
C -1.958372 -2.158157 -3.430868  -0.15
C -2.999753 -2.729244 -2.289979  -0.17
O -4.026138 -1.779230 -1.851306  -0.16
C -3.878235 -1.375701 -0.448401  -0.09
C -3.879743 -2.518272 0.773378  0.02
C -3.732744 -2.163122 2.369813  -0.19
C -3.763090 -3.401495 3.474587  -0.15
C -3.606836 -0.580604 2.773778  -0.04
C -3.630079 0.546989 1.584925  -0.04
C -3.757711 0.205890 -0.048227  -0.04
C -3.788932 1.498607 -1.039221  -0.35
C -2.852140 2.780221 -0.510167  -0.11
C -3.359164 1.249806 -2.591518  -0.11
P 0.625933 -0.577450 -1.572688  0.90
O 0.364825 0.663874 -2.569982  -0.51
H 5.104009 -6.828087 0.755173  0.10
H 3.218159 -6.244814 0.683160  0.08
H 4.455802 -5.243213 1.726389  0.05
H 5.238790 -5.637522 -1.268946  0.14
H 5.388617 -4.135684 -0.181872  0.07
H 4.779402 -2.123391 -1.175954  0.13
H 3.382418 -0.915778 -0.831159  0.10
H 5.318433 -1.497860 1.005105  0.09
H 4.316792 -3.019704 1.486885  0.10
H 2.875499 -1.555227 2.827870  0.13
H 2.399849 -0.419066 1.402034  0.08
H 4.448116 -0.186959 3.496374  0.11
H 3.314980 1.720139 4.069302  0.12
H 1.975537 0.696853 3.224386  0.12
H 0.533348 1.779847 1.278853  0.09
H 0.284415 3.547401 -0.926585  0.08
H 2.508552 5.098301 -1.709127  0.04
H 4.938457 4.906612 -0.256512  -0.03
H 5.251450 3.409202 3.093215  0.12
H 2.375748 -4.010820 1.231897  0.11
H 1.304578 -2.526448 0.698059  0.11
H 1.033284 -5.408250 -0.881942  0.14
H -0.242990 -3.984779 -0.612960  0.10
H 0.088468 -4.148927 2.863607  0.08
H -1.248859 -3.878819 1.900021  0.07
H 2.750426 -0.258613 -3.174015  0.11
H 0.124488 -1.230506 -4.455950  0.14
H 0.952566 -3.016947 -4.575088  0.17
H -2.345100 -2.549138 -4.489542  0.15
H -1.862384 -0.992860 -3.468353  0.11
H -3.578485 -3.638080 -2.803799  0.13
H -2.347115 -3.201805 -1.443634  0.10
H -4.003575 -3.649987 0.463115  -0.01
H -3.399069 -4.389039 2.940454  0.05
H -3.021719 -3.135242 4.361862  0.09
H -4.865396 -3.555595 3.857492  0.07
H -3.510354 -0.240882 3.910250  0.09
H -3.572561 1.683089 1.947533  0.03
H -4.904519 1.917397 -1.021004  0.14
H -2.643730 3.566325 -1.371249  0.09
H -3.253922 3.261110 0.478705  0.02
H -1.779436 2.328445 -0.245470  0.08
H -2.222776 0.976099 -2.609119  0.06
H -4.062447 0.501504 -3.151564  0.09
H -3.453207 2.298571 -3.153982  0.09
H -0.598157 -1.122964 -1.039754  0.03
H 1.418551 -0.044135 -0.499744  -0.01
Cl -4.184490 -5.746462 -0.621722  0.57
C -5.353077 -6.513799 0.467029  -1.49
Cl -5.856266 -5.383923 1.735691  0.57
Cl -6.758967 -7.096559 -0.440330  0.53
H -4.869795 -7.371590 0.941668  0.03
Cl -3.822094 4.374943 3.086861  0.54
C -5.521107 4.406581 2.584739  -1.50
Cl -5.712388 5.348144 1.096050  0.54
Cl -6.134705 2.759353 2.362093  0.56
H -6.104539 4.887698 3.373905  0.02
Cl 3.660368 8.039827 -3.419681  0.52
C 5.063391 6.982950 -3.186631  -1.48
Cl 6.489239 7.932553 -2.734376  0.53
Cl 4.719063 5.753986 -1.957599  0.65
H 5.273107 6.475566 -4.131739  0.02
Cl -3.604397 8.511022 -0.387327  0.48
C -4.015692 8.585038 1.334630  -1.55
Cl -2.547315 8.684050 2.321235  0.52
Cl -5.078892 9.964245 1.661478  0.51
H -4.548536 7.668682 1.601123  -0.05
Cl 7.995223 -1.587066 2.219949  0.53
C 8.456579 -3.004843 1.262434  -1.52
Cl 7.701782 -4.468862 1.915313  0.53
Cl 8.009815 -2.779683 -0.437313  0.53
H 9.541769 -3.121508 1.320755  0.02
Cl -6.488929 8.253298 -1.158441  0.47
C -6.862931 9.433922 -2.425732  -1.52
Cl -8.132986 8.816562 -3.495848  0.52
Cl -7.349140 10.980615 -1.711045  0.52
H -5.960846 9.597890 -3.020716  0.02

Forces on atoms 1 to 2 (eV/Å):
-0.4 1.0 -0.7
2.8 -2.7 0.8

As for the structure (SMILES): CCO[C@](CCCNCc1ccccc1O)(CCC(N)=O)O[C@@](O)(COCCOc1cc(C)ccc1C(C)C)[PH2]=O.ClC(Cl)Cl.ClC(Cl)Cl.ClC(Cl)Cl.ClC(Cl)Cl.ClC(Cl)Cl.ClC(Cl)Cl. Its net charge is 0.

The following is a quantum chemistry calculation of a structure of composition C36H53HfNSi, from OMol25.

Each line ends with the Löwdin charge.
Cartesian coordinates (Å):
Hf -0.045505 0.170140 0.230115  1.83
C 2.030095 1.435840 -0.779885  -0.06
C 2.153295 0.908940 0.555615  -0.25
C 1.253995 1.746940 1.386815  -0.26
C 0.682995 2.713140 0.501015  -0.04
C 1.185695 2.557140 -0.804085  -0.20
C 1.166695 3.605240 -1.900085  -0.54
C 1.217795 2.985340 -3.300385  -0.03
C 2.436195 4.446740 -1.665985  -0.01
C -0.068505 4.504840 -1.807485  -0.03
C 0.944995 1.833240 2.887415  -0.53
C 1.934895 2.748240 3.626615  -0.01
C -0.447205 2.477640 3.049315  -0.05
C 0.905295 0.455240 3.563815  -0.03
C 3.373895 0.052840 0.933215  -0.52
C 4.298395 -0.151060 -0.279685  -0.04
C 2.974495 -1.340360 1.455715  -0.03
C 4.229595 0.787740 1.972715  -0.02
H 2.673695 1.160140 -1.597785  0.12
H 0.093795 3.556040 0.821715  0.13
H 2.092995 2.355740 -3.433185  0.08
H 1.273995 3.775440 -4.045085  0.10
H 0.322795 2.398940 -3.506885  0.08
H 3.325995 3.829240 -1.762785  0.09
H 2.423595 4.875840 -0.666885  0.09
H 2.498695 5.255940 -2.387885  0.10
H -0.985405 3.927840 -1.917785  0.08
H -0.045505 5.248340 -2.599885  0.10
H -0.096605 5.041540 -0.864285  0.08
H 2.091395 3.664240 3.065515  0.10
H 2.900895 2.283640 3.775015  0.07
H 1.534995 3.007040 4.603715  0.10
H -0.379105 3.558940 2.970115  0.10
H -0.847805 2.255840 4.034415  0.10
H -1.152305 2.116740 2.294715  0.05
H 1.902395 0.044940 3.694515  0.08
H 0.270895 -0.262460 2.998015  0.07
H 0.480795 0.553340 4.560815  0.10
H 3.811195 -0.637660 -1.121985  0.07
H 5.121695 -0.790160 0.024815  0.10
H 4.713695 0.799240 -0.607185  0.10
H 2.704695 -1.997360 0.631015  0.05
H 2.151595 -1.311560 2.170615  0.06
H 3.826095 -1.795860 1.957015  0.11
H 4.381495 1.822840 1.674515  0.11
H 5.204295 0.309940 2.036515  0.10
H 3.779995 0.759540 2.957115  0.06
C -1.646305 0.896440 -1.073585  -0.33
Si -2.618405 -0.743260 -0.970585  0.70
C -1.249105 -1.827860 -1.844885  -0.22
N 0.069095 -1.806460 -1.139385  -0.27
C 0.278795 -3.079560 -0.366285  -0.18
C 1.457995 -3.929860 -0.848085  -0.17
C 1.337395 -4.179560 -2.345685  -0.16
C 1.308495 -2.840360 -3.102185  -0.14
C 1.163295 -1.653560 -2.138285  -0.20
C -4.367905 -1.277760 -1.378485  -0.25
C -5.352505 -1.229860 -0.384585  -0.09
C -6.618205 -1.731160 -0.618285  -0.06
C -6.923105 -2.290460 -1.850085  -0.05
C -5.976505 -2.296060 -2.863585  -0.06
C -4.710605 -1.793060 -2.631585  -0.09
C -2.375105 -1.076660 0.925215  -0.35
C -2.309105 -2.361360 1.474615  -0.08
C -2.359905 -2.571860 2.843515  -0.03
C -2.525505 -1.503060 3.710915  -0.03
C -2.693405 -0.225560 3.197215  -0.06
C -2.601805 -0.015560 1.826815  -0.16
H -2.170705 1.788740 -0.721585  0.03
H -1.276505 1.102140 -2.081385  0.02
H -1.125905 -1.394760 -2.839185  0.09
H -1.567305 -2.856060 -2.020085  0.10
H -0.614305 -3.696760 -0.471085  0.11
H 0.401295 -2.848560 0.703415  0.11
H 1.437195 -4.876760 -0.311585  0.13
H 2.424595 -3.471560 -0.635785  0.10
H 0.423995 -4.744060 -2.535385  0.12
H 2.172995 -4.786160 -2.692585  0.12
H 0.503995 -2.848360 -3.835785  0.11
H 2.238195 -2.695160 -3.654685  0.13
H 0.981095 -0.729960 -2.701485  0.12
H 2.106195 -1.535660 -1.594985  0.09
H -5.120005 -0.806460 0.581415  0.10
H -7.366805 -1.688860 0.159615  0.12
H -7.897705 -2.721060 -2.020185  0.12
H -6.225405 -2.694060 -3.835985  0.12
H -3.977705 -1.800560 -3.423885  0.10
H -2.281505 -3.218860 0.820315  0.11
H -2.292905 -3.574660 3.233615  0.12
H -2.559405 -1.664860 4.776315  0.13
H -2.931805 0.594840 3.859215  0.12
H -2.871205 0.959840 1.435715  0.11

Forces on atoms 1 to 2 (eV/Å):
-1.0 -0.2 -1.0
-0.2 -0.3 0.8

Its net charge is +2.

The following is a quantum chemistry calculation of a cluster of 3 separate species, C36H53N4O13PS4 in total, from OMol25.

Each line ends with the Löwdin charge.
Cartesian coordinates (Å):
C -2.621609 2.748386 -5.219096  -0.11
C -1.700501 1.790901 -4.206631  -0.11
C -0.212952 2.417514 -3.799205  -0.02
C 0.731932 1.475601 -2.828283  -0.36
C 0.304095 0.008744 -2.237433  -0.08
C -1.200057 -0.575181 -2.675507  0.00
C -1.711440 -2.051428 -2.142111  -0.08
C -2.916993 -1.993347 -1.032002  -0.27
O -3.283830 -0.934186 -0.305391  0.00
O -3.700346 -3.257398 -0.845856  -0.03
C -2.219983 0.294302 -3.675955  -0.04
C -3.684044 -0.255672 -4.173350  -0.17
C -4.966895 0.332138 -3.338944  -0.17
C -6.081249 -0.903475 -3.170236  -0.11
C -7.109474 -0.436732 -1.974056  -0.27
O -7.307239 -1.118082 -0.821850  -0.03
O -7.866989 0.833076 -2.222349  -0.02
N 1.138386 -0.902488 -1.368386  -0.24
N 1.795452 -1.849050 -2.149294  0.02
C 2.074610 -0.158319 -0.445879  -0.13
C 2.366386 -0.881713 1.033606  -0.37
S 1.463647 -2.523506 1.405355  0.64
C 3.413493 -0.155732 2.067335  -0.09
C 3.667215 -0.920790 3.528419  -0.19
C 2.521124 -0.312466 4.577551  -0.20
C 2.913028 -0.554804 6.161117  -0.20
C 3.572943 0.818018 6.771263  -0.20
C 5.123239 0.601532 7.301088  -0.29
N 5.604505 1.717468 8.231311  -0.06
C 4.221394 1.250440 1.774287  -0.04
C 5.289511 1.864143 2.879779  -0.14
C 6.753288 1.177698 3.065116  0.01
C 7.618244 1.998310 4.171454  -0.06
C 6.979568 3.277755 4.897017  -0.14
N 5.635246 3.911406 4.796785  0.03
C 4.886129 3.131980 3.773282  -0.08
C 3.892121 2.001447 0.316780  -0.13
C 4.652517 3.427026 0.030587  -0.21
P 3.413376 4.880029 0.365514  0.74
O 3.883704 5.758223 1.621520  -0.42
O 1.792337 4.319089 0.737585  -0.24
O 3.402176 5.840892 -1.128331  -0.25
C 2.829819 1.264930 -0.741492  -0.34
S 2.471920 2.117258 -2.377296  0.82
H -3.524486 3.118174 -4.571763  0.08
H -1.993673 3.706289 -5.522879  0.08
H -2.920575 2.202067 -6.214250  0.08
H 0.173445 3.470254 -4.195137  0.10
H -0.815523 -2.757473 -1.792293  0.13
H -2.168246 -2.596925 -3.099454  0.12
H -3.601834 -3.840122 -1.677735  0.12
H -3.805365 0.103339 -5.303770  0.10
H -3.715258 -1.432424 -4.157918  0.10
H -5.504484 1.148658 -4.007190  0.12
H -4.712781 0.725891 -2.266551  0.13
H -5.553530 -1.941431 -2.919906  0.13
H -6.738838 -1.030254 -4.147724  0.13
H -7.949695 0.918226 -3.233067  0.12
H 1.576285 -2.813816 -1.790284  0.08
H 2.828611 -1.698166 -2.123525  0.10
H 0.206987 -2.172489 1.959258  -0.11
H 4.765689 -0.724337 3.944236  0.11
H 3.452961 -2.073641 3.455615  0.09
H 1.486125 -0.809870 4.268460  0.11
H 2.404200 0.836461 4.292131  0.11
H 1.907653 -0.742789 6.776516  0.10
H 3.633536 -1.495255 6.240019  0.12
H 3.540610 1.683028 5.951089  0.10
H 2.942538 1.239717 7.683764  0.12
H 5.117100 -0.427529 7.904431  0.12
H 5.877091 0.417393 6.400467  0.11
H 6.071436 1.193229 9.030341  0.07
H 6.388946 2.244356 7.755885  0.05
H 7.137692 0.233426 2.491677  0.11
H 8.714438 1.651149 4.436591  0.09
H 7.705612 3.837767 5.665358  0.11
H 3.776144 3.538647 3.590531  0.13
H 5.584937 3.629144 0.738961  0.12
H 5.080777 3.497486 -1.074715  0.11
H 1.433808 4.993989 1.413923  0.10
H 3.063811 6.749638 -0.869451  0.08
C -4.992821 -1.277097 2.935656  -0.07
C -5.109621 -1.553177 4.424305  -0.28
O -3.867824 -1.967446 4.976134  -0.27
S -2.703832 -0.848693 5.206347  0.62
C -1.610614 -1.851361 6.180374  -0.12
O -3.230382 0.210276 6.043157  -0.29
O -2.060641 -0.579042 3.939191  -0.30
H -4.346403 -0.415682 2.742782  0.07
H -5.973423 -1.062736 2.501944  0.08
H -4.552139 -2.134054 2.416335  0.08
H -5.499135 -0.681304 4.959067  0.12
H -5.820476 -2.371980 4.578499  0.12
H -2.097263 -2.096504 7.126068  0.07
H -0.702239 -1.273683 6.363718  0.06
H -1.366691 -2.755941 5.620183  0.07
C -1.235286 -4.445101 -7.000796  -0.08
C -0.900843 -3.234866 -7.854856  -0.27
O -1.981558 -2.884768 -8.707896  -0.26
S -3.283618 -2.149819 -8.056760  0.62
C -4.069973 -1.684830 -9.578150  -0.12
O -2.850537 -0.948307 -7.372854  -0.30
O -4.106313 -3.148225 -7.409886  -0.29
H -2.036449 -4.218830 -6.290844  0.06
H -0.362516 -4.769432 -6.427456  0.08
H -1.581640 -5.275356 -7.624487  0.09
H -0.605295 -2.382635 -7.235013  0.12
H -0.048352 -3.479010 -8.497650  0.13
H -3.442052 -0.959259 -10.098267  0.08
H -5.035559 -1.238176 -9.331949  0.08
H -4.220456 -2.578706 -10.186360  0.08

Forces on atoms 1 to 2 (eV/Å):
0.9 -0.1 1.0
2.5 -1.0 1.2

As for the structure (SMILES): Cc1cc2c(c(CC(=O)O)c1CCCC(=O)O)N(N)c1c(S)c(CCCCCN)c(-c3cccnc3)c(CP(=O)(O)O)c1S2.CCOS(C)(=O)=O.CCOS(C)(=O)=O. The energy above the lowest of the compared OMol25 structures with the same formula, charge and spin is 2885.4 kJ/mol. Its net charge is 0.

How do the records compare in max |F|? In the order shown, they have 8.7 1.4 9.3 eV/Å.
How do the records compare in E_LUMO? In the order shown, they have 0.0 -6.8 -0.6 eV.